Entry one
C8H10N2O2 | ωB97M-V with the def2-TZVPD basis set

Structure (ORCA input):
```
! wB97M-V def2-TZVPD RIJCOSX def2/J DEFGRID3
* xyz 0 1
O 3.39 -0.66 -1.87
O -1.09 -1.05 -3.45
N 1.17 0.38 0.45
N -1.04 -0.02 -0.45
C -2.47 0.12 -0.68
C -0.09 -0.36 -1.35
C 1.29 -0.89 -3.10
C -0.06 -0.87 -2.81
C 2.16 -0.59 -2.06
C -0.31 0.70 0.65
C 1.69 -0.51 1.52
C 1.13 -0.09 -0.95
H -0.61 1.70 0.63
H 1.55 -0.07 2.52
H 2.70 -0.61 1.25
H -2.81 -0.74 -1.37
H 1.81 1.27 0.57
H 1.08 -1.33 1.55
H -2.98 -0.04 0.21
H -2.84 1.11 -1.04
H 1.74 -1.26 -3.98
H -0.60 0.08 1.58
*
```

Computed properties:
LUMO energy   -0.21 eV
Frontier orbital gap   6.9002 eV
HOMO level   -7.11 eV
SMILES   CN1C[N@@H+](C)C2=C1C(=O)C=C2[O-]

Atom charges from the Löwdin analysis, given in e for atoms 1 to 8: O -0.0092; O 0.0270; N -0.0575; N -0.0990; C -0.0421; C -0.1257; C -0.0338; C -0.3931

---

Entry two
C8H10N2O2 | ωB97M-V with the def2-TZVPD basis set

Structure (ORCA input):
```
! wB97M-V def2-TZVPD RIJCOSX def2/J DEFGRID3
* xyz 0 1
O -2.27 1.75 -0.38
O -4.43 1.35 -0.05
N -4.40 -2.35 0.50
N -3.31 0.94 -0.02
C -3.82 -1.38 0.37
C 1.98 -0.87 -0.57
C 1.06 -1.47 0.55
C -1.46 -0.82 0.21
C -0.30 -1.14 0.40
C 1.87 0.62 -0.78
C -2.99 -0.31 0.10
C 2.19 1.47 0.48
H 1.04 -2.53 0.37
H 2.01 2.52 0.29
H 3.03 -0.87 -0.35
H 0.74 0.91 -0.93
H -1.43 1.36 -0.70
H 1.58 1.19 1.32
H 1.31 -1.16 1.53
H 1.77 -1.50 -1.43
H 2.58 0.95 -1.65
H 3.24 1.33 0.73
*
```

Computed properties:
LUMO energy   -0.42 eV
Frontier orbital gap   8.9709 eV
HOMO level   -9.39 eV
SMILES   CCCCC#C/C(C#N)=[N+](/[O-])O

Atom charges from the Löwdin analysis, given in e for atoms 1 to 8: O 0.0931; O 0.1171; N 0.1896; N -0.3077; C -0.2004; C -0.2002; C -0.1909; C 0.1113

---

From most stable to least stable, the computed energies give entry one, entry two.